No. 1
Formula: C23H29FN4O4S
Source: OMol25
Level of theory: wB97M-V/def2-TZVPD

Properties
E   -1911.191832 Ha
LUMO energy   0.0 eV
Spin multiplicity   1
SMILES string   CN(CC(=O)Nc1cccc(F)c1)CC(=O)Nc1cccc(S(=O)(=O)N2CCCCCC2)c1
Energy relative to the best compared isomer or geometry (same formula, charge and spin)   450.9 kcal/mol
Gap between HOMO and LUMO   0.301 Ha

XYZ file:
```
62
C23H29FN4O4S, DFT wB97M-V/def2-TZVPD
C 5.02723 -0.99132 -1.91391
N 3.66794 -1.12849 -1.39014
C 2.55311 -1.31065 -2.42611
C 1.29745 -1.14621 -1.90139
O 0.97972 0.02305 -1.80388
N 0.70915 -2.39343 -1.68735
C -0.43833 -2.59542 -0.94552
C -1.55215 -1.46672 -0.93250
C -2.73044 -1.72693 -0.25343
C -3.01840 -2.90437 0.27953
C -2.32065 -4.13394 0.06930
F -2.56260 -5.26649 0.50346
C -1.05035 -3.91450 -0.73383
C 3.71995 -2.41279 -0.61998
C 2.50961 -2.57166 0.52922
O 1.85765 -3.47778 0.79602
N 2.22596 -1.25590 0.96484
C 0.86308 -0.71356 1.33917
C 0.10823 -1.50910 2.11844
C -0.76778 -0.99546 2.75859
C -1.27026 0.26314 2.95772
C -0.08271 1.06218 2.46009
S -0.33903 2.93414 2.50811
O -1.25983 3.12674 3.78812
O 1.10888 3.49659 2.65406
N -0.99279 3.56876 1.29125
C -2.67006 3.33780 1.25544
C -2.93410 2.17162 0.27267
C -2.95851 2.22390 -1.08376
C -1.74356 2.87534 -1.53009
C -0.47537 2.82480 -1.12619
C -0.16421 4.04164 0.20564
C 0.95611 0.70109 1.75604
H 5.42836 -1.78183 -2.31604
H 5.75084 -0.74337 -1.27621
H 4.99022 -0.08981 -2.51863
H 2.69894 -0.56302 -3.20999
H 2.77020 -2.47106 -2.87474
H 1.17171 -3.26939 -1.80379
H -1.09140 -0.39733 -1.11764
H -3.27972 -0.94730 0.11284
H -3.99019 -3.12043 0.67629
H -0.17856 -4.52439 -0.90396
H 4.65058 -2.40144 0.13947
H 3.68102 -3.38916 -0.98567
H 2.79886 -0.38093 0.31115
H 0.25834 -2.69030 2.21485
H -1.58408 -1.66337 3.35560
H -1.84470 0.76954 3.60303
H -2.96823 4.28487 0.63903
H -3.01456 3.52280 2.17305
H -3.79028 1.70540 1.02084
H -2.21628 1.34874 0.66267
H -2.97778 1.08478 -1.46711
H -3.78707 2.79359 -1.21533
H -1.98130 4.06720 -1.71561
H -1.55211 2.80096 -2.78403
H 0.35218 3.34057 -1.72693
H -0.18723 1.99766 -0.68445
H -0.63028 4.90867 -0.24352
H 0.76474 3.72020 0.51876
H 1.50481 1.35205 1.25643
```

These are the Löwdin partial charges, in e, on atoms 1 to 5: number 1, C, carries -0.076; number 2, N, carries -0.160; number 3, C, carries -0.118; number 4, C, carries -0.509; number 5, O, carries 0.100

***

No. 2
Formula: C11H14N2O
Source: OMol25
Level of theory: wB97M-V/def2-TZVPD

Properties
⟨S²⟩   0.75
E   -612.271132 Ha
LUMO energy (alpha / beta)   3.7 / 3.5 eV
Spin multiplicity   2
Energy relative to the best compared isomer or geometry (same formula, charge and spin)   25.1 kcal/mol
Charge   -1
Gap between HOMO and LUMO (alpha / beta)   0.094 / 0.306 Ha

XYZ file:
```
28
C11H14N2O, DFT wB97M-V/def2-TZVPD
C 1.25825 -0.73648 -3.45687
C 0.51700 0.03139 -2.39909
O -0.66954 0.24128 -2.25927
N 1.36480 0.80135 -1.61178
H 0.90140 -1.78692 -3.44856
H 2.34355 -0.75859 -3.43810
H 0.90660 1.46349 -0.99755
H 2.36142 0.80809 -1.74768
H 0.76521 -0.53928 -4.42634
C 1.06794 2.11701 1.77231
C -1.27849 1.96217 0.70320
C -1.51007 -0.26125 0.68269
C -0.15060 1.44519 1.32141
C -0.33252 0.00776 1.30834
C -2.07514 -1.56423 0.74075
C -1.26649 -2.56761 1.25764
C 0.51230 -1.02810 1.77836
C 0.09459 -2.35933 1.64733
N -2.16553 0.92121 0.40278
H -2.74954 1.14134 -0.37621
H -1.49585 3.01340 0.60674
H -3.10466 -1.82238 0.51407
H 1.21714 1.98321 2.86426
H 1.07254 3.22105 1.66864
H -1.70448 -3.53507 1.50819
H 1.49932 -0.82578 2.18927
H 0.61856 -3.24289 1.94986
H 2.00229 1.86999 1.24560
```

These are the Löwdin partial charges, in e, on atoms 1 to 5: number 1, C, carries -0.157; number 2, C, carries -0.641; number 3, O, carries -0.007; number 4, N, carries 0.115; number 5, H, carries 0.071

***

No. 3
Formula: C8H14
Source: OMol25
Level of theory: wB97M-V/def2-TZVPD

Properties
E   -313.138378 Ha
LUMO energy   1.2 eV
Spin multiplicity   1
SMILES string   C/C=C/C=C/CCC
Energy relative to the best compared isomer or geometry (same formula, charge and spin)   49.6 kcal/mol
Gap between HOMO and LUMO   0.360 Ha

XYZ file:
```
22
C8H14, DFT wB97M-V/def2-TZVPD
C 3.14010 0.38084 -2.76591
C 2.45783 -0.03529 -1.47631
C 1.55491 0.74056 -0.88444
C 0.85005 0.27287 0.32932
C -0.46718 0.46820 0.40231
C -1.26374 0.19204 1.66154
C -2.08650 -1.08147 1.47553
C -3.60181 -0.69951 1.26108
H 2.51761 1.12833 -3.26026
H 3.28154 -0.43597 -3.45524
H 4.16946 0.71901 -2.55567
H 2.90270 -0.99286 -1.12987
H 1.41434 1.72407 -1.37883
H 1.58640 -0.03950 1.08690
H -1.01290 0.95430 -0.39033
H -0.46912 -0.19788 2.44667
H -1.77716 1.04870 2.09159
H -1.99399 -1.74591 2.32716
H -1.92531 -1.76727 0.65925
H -4.01516 0.09836 1.87318
H -4.25988 -1.54390 1.43829
H -3.69853 -0.32644 0.21335
```

These are the Löwdin partial charges, in e, on atoms 1 to 5: number 1, C, carries -0.120; number 2, C, carries -0.176; number 3, C, carries -0.150; number 4, C, carries -0.121; number 5, C, carries -0.124

***

No. 4
Formula: C3H3LiOSn
Source: OMol25
Level of theory: wB97M-V/def2-TZVPD

Properties
E   -413.011563 Ha
LUMO energy (alpha / beta)   -2.5 / -2.5 eV
Spin multiplicity   1
Gap between HOMO and LUMO (alpha / beta)   0.143 / 0.143 Ha

XYZ file:
```
9
C3H3LiOSn, DFT wB97M-V/def2-TZVPD
C -1.89148 -0.33126 0.21860
O -0.34906 1.44700 -0.05953
C -1.57084 0.99059 0.04864
C -2.43916 -1.36428 -0.39798
Sn 3.92215 -0.18894 -0.36310
H -2.36380 1.71858 0.30732
H -3.14723 -2.02701 0.11706
H -2.19641 -1.64359 -1.43171
Li 1.21700 0.61734 -0.07834
```

These are the Löwdin partial charges, in e, on atoms 1 to 5: number 1, C, carries -0.142; number 2, O, carries -0.351; number 3, C, carries -0.395; number 4, C, carries -0.098; number 5, Sn, carries 0.396

***

- Among the records above, which one has the highest spin multiplicity?
  C11H14N2O

***

- Look up the spin multiplicity of the first one.
  1